Record 1
Entry from the OMol25 dataset: a molecular structure, C27H44F6FeOP2 (ωB97M-V with the def2-TZVPD basis set).

## Properties
Lowest unoccupied orbital energy (spin up / spin down) = -3.03 / -6.31 eV
Spin multiplicity = 6
Charge = +1
Orbital gap (spin up / spin down) = 6.15 / 3.04 eV
Expectation value of S² = 8.78

Last column: Mulliken spin population.
Atoms and positions in Å:
Fe1 -1.152906 0.117719 -1.154899  3.74
C1 -0.008180 1.941499 -0.061662  0.21
C2 -1.326047 2.054538 -0.634405  -0.11
C3 -1.302718 0.280686 0.922419  -0.09
C4 0.006113 0.862476 0.866803  0.03
C5 -2.202353 1.065216 0.052147  0.17
C6 1.116385 2.892314 -0.316980  0.02
H1 1.143724 3.168194 -1.382203  0.00
H2 2.083834 2.443609 -0.054060  0.00
H3 1.013936 3.828525 0.262771  0.00
C7 1.135953 0.444969 1.731575  0.06
H4 2.090696 0.895634 1.406822  0.00
H5 1.234039 -0.697185 1.657544  -0.01
H6 0.973595 0.685600 2.803658  0.01
C8 -1.704803 -0.822836 1.820751  0.00
H7 -1.837159 -0.467714 2.859502  0.00
H8 -0.922222 -1.608499 1.823435  -0.03
H9 -2.663002 -1.247387 1.480800  0.00
C9 -3.624994 0.819118 -0.199316  0.03
H10 -4.218644 1.424030 0.481510  0.00
H11 -3.876334 -0.231513 -0.038968  -0.01
H12 -3.880913 1.096956 -1.224236  0.01
C10 -1.779492 3.069082 -1.605185  -0.02
H13 -2.173889 3.948752 -1.098900  0.00
H14 -2.571355 2.664547 -2.231136  0.00
H15 -0.956133 3.385578 -2.243647  0.00
C11 1.891518 -1.108666 -1.704850  0.10
C12 1.921424 -0.004091 -2.479365  -0.07
C13 0.847880 0.489116 -3.462488  0.14
C14 -0.375180 -0.422634 -3.734510  0.12
C15 -1.577321 -0.774308 -2.877353  0.22
C16 -1.613514 -2.265006 -2.496156  -0.04
C17 -0.339901 -2.717005 -1.596337  0.26
C18 1.081240 -2.394832 -1.859681  0.03
H16 1.364219 0.582247 -4.444885  0.00
H17 0.117090 -1.431245 -3.792366  -0.06
H18 0.529528 1.525641 -3.196594  -0.01
H19 1.428217 -2.837734 -2.850441  -0.05
H20 2.523200 -1.063199 -0.831311  0.02
H21 2.704175 0.715398 -2.288549  0.00
H22 1.634315 -2.995741 -1.089186  0.01
H23 -0.607677 -2.572229 -0.527879  -0.14
H24 -2.527250 -2.458537 -1.908079  0.03
H25 -0.377742 -3.847375 -1.657303  0.00
H26 -0.756409 -0.152895 -4.752330  0.03
H27 -2.546956 -0.435644 -3.306028  -0.19
P1 0.965047 -2.514206 -4.906972  0.41
C19 2.417905 -3.497126 -5.215613  0.05
C20 0.660190 -1.758299 -6.522198  0.02
P2 -1.933988 -3.083282 -3.987944  0.02
C21 -0.369619 -3.682814 -4.663296  0.01
C22 -2.739647 -2.432330 -5.464117  0.00
C23 -2.808800 -4.606754 -3.710889  0.00
H28 2.503660 -4.320104 -4.500594  0.00
H29 3.302589 -2.854119 -5.153946  0.00
H30 2.297851 -3.888759 -6.236014  0.02
H31 0.783758 -2.587899 -7.238639  0.01
H32 1.435615 -0.989912 -6.688224  0.00
H33 -0.330260 -1.304720 -6.650651  0.00
H34 -2.670187 -5.120968 -4.664452  0.00
H35 -3.860819 -4.381904 -3.514780  0.00
H36 -2.327540 -5.152020 -2.895558  0.00
H37 -0.044138 -4.561147 -4.096115  0.00
H38 -0.605280 -3.985830 -5.690007  0.01
H39 -3.826269 -2.478090 -5.328012  0.00
H40 -2.476450 -3.142391 -6.253981  0.00
H41 -2.436132 -1.433357 -5.800407  0.00
C24 1.298130 -2.928798 3.684186  0.00
C25 1.627140 -3.099844 2.202838  0.00
O1 1.057418 -2.259975 1.326395  0.04
C26 3.207370 -2.973410 2.103588  0.00
F1 3.873486 -3.826245 2.933451  0.00
F2 3.679741 -3.182428 0.836869  0.00
F3 3.573094 -1.706544 2.455216  0.00
C27 1.175367 -4.576612 1.830979  0.01
F4 1.675727 -5.521071 2.681132  0.00
F5 -0.183832 -4.648042 1.906429  0.00
F6 1.518500 -4.949837 0.560312  0.00
H42 1.640897 -1.944927 4.015150  0.00
H43 1.789147 -3.708272 4.274716  0.00
H44 0.214388 -2.990743 3.816295  0.00

Atoms 1-6, force components in eV/Å:
Fe 2.93 -1.46 -1.04
C -1.02 -0.23 -0.18
C -0.39 -0.07 1.84
C -0.58 1.28 -0.38
C -0.58 0.26 0.10
C 1.72 1.55 1.79

Record 2
Entry from the OMol25 dataset: a molecular structure, C47H66Br2Cl57N3O2 (ωB97M-V with the def2-TZVPD basis set).

## Properties
Lowest unoccupied orbital energy = -0.92 eV
Orbital gap = 8.59 eV

Last column: Löwdin charge in e.
Atoms and positions in Å:
C1 0.632658 -6.036118 3.366244  -0.05
C2 0.412397 -4.998040 2.451827  -0.06
C3 0.196334 -3.945925 1.206077  -0.33
C4 1.332839 -2.781929 1.385090  -0.12
C5 2.851639 -3.320486 1.683192  -0.22
C6 3.490114 -4.293070 0.530825  -0.20
C7 3.736515 -3.586226 -0.926505  -0.20
C8 4.128470 -1.995543 -0.875127  -0.21
C9 4.310850 -1.340267 -2.384540  -0.19
C10 3.155784 -0.214808 -2.749158  -0.22
C11 3.120698 1.069647 -1.729112  -0.21
C12 4.446235 2.072246 -1.888704  -0.18
C13 3.940715 3.635409 -2.045487  -0.22
C14 4.318998 4.417162 -0.654935  -0.23
C15 4.067061 6.049571 -0.902323  -0.20
C16 4.778335 6.803260 0.381187  -0.21
C17 3.633852 7.493149 1.384430  -0.21
C18 2.793692 8.579575 0.479824  -0.26
C19 2.140148 9.710472 1.484136  -0.14
N1 0.152138 -4.456445 -0.216870  0.12
C20 -0.667535 -3.441592 -1.001302  -0.19
O1 -0.394675 -3.296801 -2.299253  -0.01
C21 -1.789842 -2.774570 -0.011104  -0.30
O2 -1.572432 -1.347146 0.399673  -0.38
C22 -0.995697 -0.567023 -0.705317  -0.13
N2 -0.775031 -0.000134 -1.873761  0.16
C23 -3.354551 -2.725017 -0.496691  -0.49
Br1 -4.372736 -1.116833 0.238927  0.69
C24 -3.531225 -2.593773 -2.154946  -0.24
C25 -3.611094 -4.135765 -2.770170  -0.12
C26 -1.412371 -3.540188 1.419168  -0.52
Br2 -1.798519 -2.023034 2.730059  0.82
N3 -2.348555 -4.597304 1.955184  -0.08
C27 -2.588136 -5.736754 0.997231  -0.26
C28 -1.996711 -7.197800 1.506107  -0.11
H1 0.646943 -6.869161 4.200298  0.08
H2 1.378483 -2.142598 0.377939  0.12
H3 1.092044 -1.985797 2.233603  0.12
H4 2.963551 -3.906405 2.717351  0.08
H5 3.526319 -2.345847 1.825317  0.08
H6 4.515916 -4.732601 0.911164  0.12
H7 2.769356 -5.227710 0.360585  0.11
H8 2.863738 -3.706934 -1.696580  0.10
H9 4.675167 -4.142688 -1.410633  0.13
H10 3.279266 -1.360930 -0.348172  0.09
H11 5.116592 -1.777281 -0.287326  0.04
H12 4.234786 -2.169780 -3.237786  0.12
H13 5.351252 -0.805995 -2.490955  0.10
H14 3.424187 0.224804 -3.824976  0.12
H15 2.060134 -0.679972 -2.803543  0.10
H16 3.056225 0.794131 -0.590529  0.10
H17 2.120120 1.668438 -1.981793  0.10
H18 5.087030 2.003721 -0.884533  0.08
H19 5.141752 1.712116 -2.758023  0.09
H20 4.470056 4.092631 -2.999717  0.02
H21 2.779825 3.750525 -2.208611  0.08
H22 5.452902 4.319625 -0.358210  0.11
H23 3.648121 4.116253 0.264959  0.08
H24 2.897638 6.187294 -0.952937  0.09
H25 4.525468 6.333035 -1.941401  0.09
H26 5.542162 7.632669 0.066806  0.11
H27 5.358184 6.011142 1.031381  0.10
H28 4.096574 7.939078 2.363933  0.11
H29 2.896431 6.611781 1.653531  0.08
H30 1.921092 7.994495 -0.039953  0.05
H31 3.482005 9.040237 -0.357316  0.10
H32 2.282916 10.763454 0.946163  0.02
H33 0.985645 9.581584 1.663771  0.07
H34 2.673432 9.692567 2.529701  0.07
H35 1.032511 -4.447989 -0.775865  0.11
H36 -4.002340 -3.651695 -0.193406  0.09
H37 -4.530374 -2.050080 -2.460357  0.10
H38 -2.625646 -1.969880 -2.593990  0.11
H39 -4.247450 -4.847624 -2.054178  0.03
H40 -4.078188 -4.103299 -3.865031  0.09
H41 -2.561980 -4.646092 -2.875764  0.07
H42 -3.256744 -4.139665 2.266105  0.10
H43 -3.772053 -5.884484 0.946050  0.05
H44 -2.244811 -5.554231 -0.105250  0.11
H45 -2.527582 -8.013607 0.841784  0.08
H46 -0.828849 -7.242955 1.262867  0.07
H47 -2.216967 -7.348009 2.646471  0.08
C29 -8.432798 -0.788395 0.808653  -1.53
Cl1 -9.293868 -2.040224 -0.102941  0.52
Cl2 -8.798019 0.818170 0.156603  0.53
Cl3 -8.851921 -0.871854 2.528213  0.52
H48 -7.359137 -0.965406 0.706916  -0.04
C30 1.260023 -3.697535 6.789298  -1.50
Cl4 2.786215 -4.472716 7.246854  0.52
Cl5 0.615478 -4.420408 5.305512  0.61
Cl6 0.080126 -3.821938 8.105308  0.54
H49 1.454638 -2.638856 6.600213  0.02
C31 -7.181780 -6.743244 -1.387126  -1.50
Cl7 -8.174032 -5.277331 -1.309301  0.51
Cl8 -5.688276 -6.533620 -0.457013  0.55
Cl9 -8.092390 -8.142945 -0.794554  0.52
H50 -6.914665 -6.923231 -2.431485  0.02
C32 6.007041 -2.022418 3.641108  -1.53
Cl10 7.479311 -1.776600 4.595843  0.51
Cl11 4.782440 -2.876842 4.595002  0.54
Cl12 5.374576 -0.471627 3.062705  0.51
H51 6.258128 -2.637210 2.773111  -0.01
C33 -11.963815 -4.222616 -1.361715  -1.55
Cl13 -12.487916 -4.235822 0.330817  0.52
Cl14 -11.738822 -5.876573 -1.956197  0.52
Cl15 -13.134428 -3.353516 -2.368614  0.53
H52 -11.004798 -3.701866 -1.421193  -0.05
C34 5.896641 4.622849 -5.955409  -1.50
Cl16 5.957372 5.383412 -4.356229  0.57
Cl17 7.508375 4.591319 -6.690886  0.53
Cl18 5.233381 2.983865 -5.839935  0.53
H53 5.238119 5.216606 -6.594339  0.02
C35 3.404245 13.644021 -0.406522  -1.52
Cl19 2.836990 13.584575 1.271038  0.53
Cl20 4.268398 12.154583 -0.824155  0.53
Cl21 2.045875 13.906365 -1.513555  0.52
H54 4.096873 14.483511 -0.506288  0.02
C36 -0.360909 4.973427 -0.189691  -1.50
Cl22 1.032240 4.517578 0.805729  0.56
Cl23 -0.552192 6.734654 -0.222762  0.54
Cl24 -0.186157 4.335696 -1.833552  0.50
H55 -1.259175 4.537775 0.255007  0.02
C37 -7.371862 -8.705695 3.148199  -1.52
Cl25 -5.698013 -8.958536 2.624916  0.51
Cl26 -7.904545 -7.061808 2.756419  0.47
Cl27 -8.444552 -9.901843 2.401150  0.52
H56 -7.416545 -8.832870 4.232755  0.02
C38 -0.477301 5.010741 -5.830314  -1.53
Cl28 0.915847 4.554893 -4.834894  0.49
Cl29 -0.668584 6.771969 -5.863385  0.52
Cl30 -0.302549 4.373010 -7.474174  0.52
H57 -1.375567 4.575090 -5.385616  0.02
C39 9.508903 1.209253 -6.915088  -1.55
Cl31 8.613975 0.053186 -7.916156  0.52
Cl32 9.417313 0.753115 -5.205364  0.51
Cl33 11.197509 1.311712 -7.441990  0.49
H58 9.050779 2.194386 -7.033685  -0.05
C40 -1.321800 13.854557 0.957709  -1.55
Cl34 -1.845901 13.841350 2.650241  0.51
Cl35 -1.096806 12.200599 0.363226  0.50
Cl36 -2.492412 14.723656 -0.049191  0.51
H59 -0.362783 14.375306 0.898231  -0.01
C41 8.483093 0.081650 0.713787  -1.51
Cl37 7.510999 -1.391063 0.553554  0.55
Cl38 9.525910 0.295879 -0.702632  0.53
Cl39 7.438433 1.495339 0.936684  0.52
H60 9.118601 -0.019625 1.597135  -0.01
C42 -2.761746 -1.624994 7.214672  -1.53
Cl40 -4.254672 -2.033514 6.352231  0.52
Cl41 -1.525715 -1.052055 6.081723  0.49
Cl42 -3.076989 -0.405164 8.460526  0.53
H61 -2.388417 -2.528238 7.703757  -0.03
C43 11.585274 4.258572 -10.535288  -1.53
Cl43 13.111466 3.483392 -10.077734  0.51
Cl44 10.940729 3.535700 -12.019076  0.52
Cl45 10.405376 4.134169 -9.219280  0.50
H62 11.779889 5.317252 -10.724374  0.02
C44 -17.176126 -3.412019 -3.304174  -1.55
Cl46 -17.473603 -2.821675 -1.660238  0.51
Cl47 -18.070594 -4.913192 -3.597452  0.51
Cl48 -17.620427 -2.179893 -4.497478  0.51
H63 -16.108449 -3.621671 -3.406848  -0.01
C45 11.424074 -2.254924 5.185005  -1.53
Cl49 12.988273 -3.029986 4.881553  0.52
Cl50 10.786256 -1.536984 3.695926  0.50
Cl51 10.271695 -3.421439 5.856407  0.51
H64 11.571542 -1.456481 5.916560  0.02
C46 -14.309446 -3.467670 3.839214  -1.55
Cl52 -15.301699 -2.001757 3.917039  0.52
Cl53 -12.815942 -3.258047 4.769327  0.51
Cl54 -15.220056 -4.867371 4.431786  0.52
H65 -14.042332 -3.647656 2.794855  -0.02
C47 -7.128691 -4.778923 6.935572  -1.54
Cl55 -5.602499 -5.554104 7.393128  0.51
Cl56 -7.773236 -5.501795 5.451785  0.49
Cl57 -8.308589 -4.903326 8.251581  0.52
H66 -6.934077 -3.720243 6.746486  0.00

Atoms 1-6, force components in eV/Å:
C -1.86 6.36 -6.72
C 1.66 -7.71 4.70
C -0.20 -0.44 2.59
C 0.54 1.19 -0.13
C 0.69 -0.17 0.37
C -0.44 -0.19 -0.26

Max |F| values, unit eV/Å, following the record order: 3.5 11.9.
Energy values, unit eV, following the record order: -100017.0766 -912218.0435.